146
Properties=species:S:1:pos:R:3:forces:R:3:mulliken_charge:R:1 method="wB97M-V/def2-TZVPD" de_lowest_kj_mol=219.6 multiplicity=1 gap_ev=10.827 energy_ev=-128427.53310
C 5.0257 -9.1913 -11.3275 0.479 0.163 -0.342 -1.44
C 3.8549 -9.8395 -12.0235 -0.528 0.541 -0.536 0.36
O 4.4129 -10.6225 -13.1086 -0.498 -0.823 -0.267 -0.27
C 3.5979 -11.0447 -14.0784 -0.432 2.231 -0.864 0.40
O 2.4214 -10.8054 -14.2456 1.003 -0.596 0.864 -0.51
C 4.4211 -11.5764 -15.2805 0.592 -0.912 1.376 0.86
F 3.8977 -12.7438 -15.6451 -0.372 0.014 -0.753 -0.22
F 4.4579 -10.7116 -16.2927 -0.260 -0.287 0.187 -0.23
F 5.6778 -11.8458 -14.8968 0.197 0.279 -0.306 -0.26
H 4.7597 -8.4691 -10.5576 -0.330 -0.294 0.118 0.39
H 5.5143 -8.5989 -12.1040 0.179 -0.009 0.046 0.36
H 5.7774 -9.8844 -10.9523 -0.231 -0.148 0.127 0.35
H 3.2766 -9.0401 -12.4907 -0.184 -0.092 -0.001 0.04
H 3.1405 -10.4488 -11.4709 0.352 -0.119 0.303 0.20
C -2.8176 -9.4060 -18.5984 0.728 -1.359 -0.032 -0.98
C -3.7111 -8.4081 -17.8639 0.825 -2.150 -1.189 0.18
O -3.3945 -7.1065 -18.3188 0.429 1.334 1.932 0.12
C -3.7841 -6.6629 -19.4559 -0.831 -1.526 -2.213 0.39
O -4.4160 -7.2752 -20.2914 0.124 0.557 0.716 -0.57
C -3.2907 -5.2633 -19.7982 -0.487 -0.009 -1.705 0.80
F -4.3135 -4.4079 -19.7227 -0.136 0.253 0.210 -0.28
F -2.3105 -4.8247 -19.0521 0.673 0.275 0.390 -0.13
F -2.8970 -5.2737 -21.1123 0.050 0.129 1.150 -0.29
H -3.0377 -9.6257 -19.6439 -0.582 0.500 0.003 0.42
H -2.9309 -10.3733 -18.1028 -0.195 0.053 0.141 -0.15
H -1.7353 -9.2584 -18.6066 -0.062 0.726 0.466 0.29
H -3.4973 -8.4830 -16.8007 -0.171 0.489 -0.082 -0.21
H -4.7093 -8.7642 -18.1171 -0.339 0.789 0.248 0.34
C -2.8287 -7.7784 -8.0796 -0.303 0.110 -0.350 -1.12
C -2.2611 -7.3317 -9.4168 -0.507 0.576 0.214 0.02
O -0.9989 -7.9930 -9.5900 0.312 -0.353 0.126 -0.13
C 0.1273 -7.3924 -9.2719 0.538 0.794 -1.336 0.26
O 0.3138 -6.2291 -9.0346 -0.150 -0.678 0.413 -0.55
C 1.3338 -8.3695 -9.5167 -0.334 0.273 1.824 0.96
F 2.0857 -7.9763 -10.5382 -0.061 0.068 -0.145 -0.22
F 2.1048 -8.3980 -8.4025 -0.024 0.362 -0.439 -0.29
F 0.9287 -9.6124 -9.6955 0.005 -0.461 -0.603 -0.20
H -3.6618 -7.1409 -7.7818 0.024 0.076 -0.071 0.39
H -2.0249 -7.6314 -7.3586 -0.163 -0.231 0.231 0.31
H -3.2024 -8.8014 -8.0817 0.304 -0.089 0.039 0.25
H -2.1865 -6.2442 -9.3756 0.643 -0.037 -0.164 0.41
H -2.8115 -7.5589 -10.3287 -0.225 -0.356 0.259 0.01
C 3.6510 -4.1277 -19.7174 -0.398 0.404 0.364 -1.24
C 2.6106 -5.2267 -19.4660 0.481 0.210 -0.086 -0.15
O 1.8389 -4.9137 -18.2777 0.408 0.953 0.336 -0.23
C 0.8643 -5.7282 -17.9519 0.170 -1.077 -0.127 0.27
O 0.5259 -6.7196 -18.5421 -0.123 0.460 0.123 -0.53
C 0.2874 -5.4019 -16.5539 -0.591 0.293 0.306 0.95
F -1.0502 -5.5632 -16.5237 0.600 0.457 -0.320 -0.14
F 0.7639 -6.2678 -15.6601 0.523 -0.445 0.126 -0.24
F 0.6284 -4.1828 -16.1241 -0.447 -0.146 -0.280 -0.26
H 4.3803 -4.3101 -20.5065 -0.335 -0.672 -0.153 0.38
H 4.2557 -3.9906 -18.8202 -0.175 0.124 0.114 0.32
H 3.1883 -3.1799 -19.9934 -0.125 0.022 0.259 0.32
H 3.1594 -6.1383 -19.2328 -0.383 -0.326 -0.368 0.27
H 1.8629 -5.3287 -20.2495 0.419 -0.318 -0.307 0.32
C -2.6386 -11.7124 -10.6310 0.062 -1.142 -0.898 -0.56
C -1.1341 -11.5767 -10.6015 0.453 1.734 0.274 -0.09
O -0.3772 -12.3683 -11.5119 -0.279 -0.474 0.164 0.03
C 0.0570 -13.5590 -11.1131 0.006 -0.297 -0.785 0.43
O -0.2979 -14.2001 -10.1644 0.038 0.126 0.148 -0.60
O 0.9482 -13.9202 -12.0469 -0.263 0.428 -0.035 -0.12
C 1.3035 -15.2753 -12.1280 0.183 -1.041 0.175 -0.86
H -2.8390 -11.5860 -11.6965 -0.671 0.225 0.133 -0.11
H -3.1733 -10.9899 -10.0177 0.332 0.334 -0.153 0.31
H -3.0493 -12.6900 -10.3714 0.378 -0.145 0.183 0.42
H -0.6537 -11.5512 -9.6234 -0.179 -0.434 0.068 0.45
H -0.9187 -10.6142 -11.0712 -0.248 0.331 0.554 -0.23
H 1.5140 -15.4947 -13.1733 0.149 0.146 0.061 0.26
H 0.5003 -15.9413 -11.8112 -0.103 0.202 0.082 0.34
H 2.1735 -15.4771 -11.5013 0.048 -0.003 -0.098 0.31
C -9.3541 -12.1058 -16.3756 -0.109 -0.204 1.374 -1.44
C -7.9204 -11.6292 -16.3637 -0.553 1.843 -1.485 0.11
O -7.0196 -12.6653 -16.6655 0.627 -1.602 0.148 -0.34
C -5.7732 -12.3461 -17.0411 -0.243 1.301 -1.629 0.82
O -5.3778 -11.1993 -17.1166 0.334 -1.018 0.550 -0.37
O -5.1792 -13.4431 -17.5386 -0.384 -0.043 0.614 -0.40
C -3.8054 -13.4634 -17.9373 0.673 -0.621 0.906 -0.14
H -9.7385 -12.4894 -17.3183 0.561 -0.524 0.039 0.39
H -10.0534 -11.2943 -16.1628 0.390 0.352 0.189 0.37
H -9.4364 -12.7789 -15.5186 -0.564 -0.544 -0.436 0.32
H -7.6147 -11.1145 -15.4540 -0.161 -0.137 0.077 0.10
H -7.9022 -10.8906 -17.1711 0.642 0.162 0.093 0.28
H -3.2991 -12.5048 -17.8567 -0.385 0.164 -0.504 -0.12
H -3.6920 -14.0114 -18.8706 -0.454 0.760 -0.459 0.36
H -3.2531 -14.1347 -17.2727 -0.283 0.118 0.506 0.17
C -4.6903 -5.5828 -15.2978 0.923 -1.308 1.600 -0.88
C -3.6355 -4.4979 -15.1923 -1.281 0.908 -0.421 0.09
O -4.3800 -3.3030 -14.8974 -0.707 1.698 0.115 -0.38
C -3.7147 -2.1845 -14.5457 1.079 -0.738 -1.097 0.70
O -2.5255 -2.0116 -14.6896 -0.218 -0.252 0.300 -0.58
O -4.5619 -1.2899 -14.0913 -0.707 0.257 0.003 -0.35
C -4.0797 -0.0187 -13.6318 -0.083 -0.316 0.788 -0.66
H -5.3484 -5.7957 -16.1373 0.346 0.963 -0.446 0.40
H -5.3028 -5.5118 -14.3971 -0.151 -0.106 -0.055 0.34
H -4.0824 -6.4877 -15.1788 -0.261 -0.312 -0.023 -0.02
H -3.1100 -4.4046 -16.1412 0.461 0.229 0.367 0.13
H -3.0352 -4.5495 -14.2842 0.630 -1.035 -0.547 0.36
H -3.0880 0.2763 -13.9666 -0.163 -0.284 -0.570 0.34
H -4.0104 -0.1031 -12.5463 -0.102 0.170 0.052 0.27
H -4.8617 0.6905 -13.8883 0.201 0.100 -0.085 0.23
C -4.9916 -10.6433 -13.2017 -0.110 -0.156 -0.785 0.72
C -4.7840 -9.1347 -13.3150 -0.620 -0.035 0.176 -0.45
O -3.5266 -8.7322 -12.7858 1.666 0.072 0.040 -0.14
C -2.4237 -8.7242 -13.6119 -1.225 0.314 -0.558 0.43
O -2.4611 -8.7760 -14.8199 0.063 -0.285 0.635 -0.52
O -1.3583 -8.5604 -12.8601 0.306 0.378 0.855 -0.10
C -0.0128 -8.6095 -13.3691 0.111 -1.022 -1.087 -0.77
H -5.8624 -10.9300 -13.7959 0.028 0.070 -0.172 -0.47
H -5.2078 -11.0305 -12.2060 0.208 0.486 0.234 0.31
H -4.1455 -11.2131 -13.5868 0.029 0.094 -0.123 -0.42
H -5.5478 -8.6453 -12.7073 0.255 0.149 0.251 0.39
H -4.9110 -8.6754 -14.2964 0.145 -0.650 -0.310 0.06
H 0.2835 -9.6584 -13.4145 0.156 -0.018 0.521 0.37
H 0.6527 -8.0289 -12.7376 -0.364 -0.015 0.260 0.26
H 0.1349 -8.3059 -14.4059 -0.700 0.520 0.069 0.25
C -6.0683 -15.0320 -13.3769 -0.658 0.179 0.104 -0.92
C -4.5954 -15.2520 -12.9943 -1.413 0.703 -0.840 -0.37
O -3.8636 -14.0345 -13.3029 -0.582 -1.130 0.564 0.08
C -2.6718 -14.1733 -13.8531 1.481 0.512 -1.071 0.23
O -1.9876 -15.1591 -14.0315 -0.895 0.665 0.327 -0.61
O -2.3594 -12.9216 -14.2491 -1.234 0.035 0.947 0.20
C -1.2836 -12.5826 -15.0566 1.283 -0.044 -0.781 -0.68
H -6.7075 -14.6957 -12.5587 0.228 -0.088 0.248 0.33
H -6.4895 -15.9696 -13.7418 0.005 -0.067 0.122 0.37
H -6.2709 -14.3036 -14.1640 0.622 -0.007 -0.194 0.05
H -4.2873 -16.0681 -13.6422 0.805 -0.011 0.481 0.34
H -4.5684 -15.4417 -11.9245 0.609 -0.266 -0.098 0.28
H -1.6129 -11.7898 -15.7295 -0.153 -0.107 -0.024 -0.03
H -0.9275 -13.4393 -15.6310 0.001 -0.006 0.014 0.45
H -0.4482 -12.1714 -14.4860 -0.051 -0.215 0.246 0.22
C -8.6594 -10.9541 -12.8140 -0.090 -0.760 0.294 -0.32
C -10.0259 -11.2895 -12.2454 -0.572 0.125 -0.914 -0.74
O -10.2566 -10.3073 -11.2527 0.368 1.145 0.693 -0.25
C -10.9294 -10.5799 -10.1542 -1.548 -0.394 0.101 0.71
O -11.2874 -11.6997 -9.8633 0.083 0.969 0.688 -0.57
O -11.2495 -9.3913 -9.5390 0.277 -1.038 -0.727 -0.32
C -12.0561 -9.4245 -8.3611 0.765 -0.723 1.112 -0.67
H -8.4834 -11.6128 -13.6629 0.304 0.006 0.099 -0.10
H -7.9590 -11.1602 -12.0027 0.264 -0.213 -0.231 0.28
H -8.4651 -9.9206 -13.0964 -0.598 0.065 -0.120 0.38
H -10.1267 -12.3338 -11.9465 0.532 0.188 0.829 0.34
H -10.8806 -11.2176 -12.9255 0.309 0.423 -0.464 0.38
H -11.9197 -8.4774 -7.8437 -0.175 0.218 -0.456 0.26
H -11.6539 -10.1601 -7.6608 -0.015 -0.202 -0.146 0.31
H -13.1101 -9.6681 -8.4832 0.059 0.164 -0.623 0.29